{"formula": "C9H9N2OP", "method": "ωB97M-V/def2-TZVPD", "gap_ev": 7.5, "max_force_ha_per_bohr": 0.0689, "lumo_ha": -0.0241, "e_above_lowest_ev": 0.000, "homo_ev": -8.12, "smiles": "CP(O)c1cccc2nccnc12", "molar_mass_g_mol": 192.16, "symbols": ["P", "O", "N", "N", "C", "C", "C", "C", "C", "C", "C", "C", "C", "H", "H", "H", "H", "H", "H", "H", "H", "H"], "xyz": [[1.698, -1.194, 1.100], [1.650, -2.444, -0.079], [-3.155, 0.555, -0.823], [-1.331, -1.610, 0.285], [0.964, 1.451, 0.271], [0.069, 2.526, -0.279], [3.450, -0.531, 0.984], [-0.949, -0.290, 0.082], [-1.830, 0.761, -0.457], [0.474, 0.074, 0.445], [-2.612, -1.803, -0.117], [-1.286, 2.153, -0.632], [-3.509, -0.744, -0.658], [4.070, -1.359, 0.523], [2.017, 1.741, 0.531], [0.488, 3.550, -0.411], [3.904, -0.248, 1.968], [1.898, -1.991, -0.914], [-1.932, 2.958, -1.069], [-3.027, -2.843, -0.035], [-4.552, -1.031, -0.954], [3.498, 0.320, 0.240]], "atomic_forces_ev_per_a": [[-0.98, -1.60, 0.74], [0.65, 2.31, 0.08], [1.32, -2.92, 0.93], [-2.68, 1.80, -1.45], [-2.35, -0.98, -0.50], [-1.29, -2.98, 0.36], [0.22, 0.39, -1.60], [1.49, 1.01, 0.34], [1.26, 1.36, 0.16], [0.78, 2.84, -1.39], [0.21, 0.64, -0.05], [1.91, -0.04, 0.62], [0.81, 0.27, 0.19], [-0.74, 0.76, 0.67], [-1.25, -0.52, -0.27], [-0.67, -0.98, 0.05], [-0.72, -0.22, -0.90], [-0.27, -0.75, 0.27], [0.42, -1.15, 0.49], [0.48, 1.15, -0.02], [1.15, 0.32, 0.37], [0.24, -0.72, 0.90]], "mulliken_charge": [0.103, -0.484, -0.595, -0.412, -0.436, -0.584, -0.952, 0.367, 0.304, 0.578, -0.183, -0.432, -0.159, 0.292, 0.233, 0.356, 0.295, 0.324, 0.333, 0.360, 0.341, 0.352]}